Here is a molecular structure, C37H41InN5O2S3Sb at a distorted geometry from the OMol25 dataset. Energies are from ωB97M-V/def2-TZVPD.

Element x y z (Å)
In1 -1.84 -1.14 0.54
C1 5.07 4.91 -0.12
O1 3.99 4.44 0.65
C2 4.19 3.34 1.44
C3 5.32 2.54 1.43
C4 5.42 1.46 2.29
C5 4.37 1.12 3.15
C6 3.23 1.94 3.16
C7 3.16 3.04 2.33
N1 4.59 0.10 4.06
N2 3.82 -0.83 4.39
C8 2.64 -1.18 3.79
C9 1.72 -1.83 4.63
C10 0.41 -2.04 4.27
C11 -0.09 -1.58 3.04
O2 -1.32 -1.60 2.73
C12 0.88 -1.04 2.10
N3 0.43 -0.66 0.90
C13 1.24 -0.13 0.02
C14 2.62 -0.14 0.21
C15 3.13 -0.59 1.40
C16 2.25 -0.91 2.45
H1 4.75 5.86 -0.53
H2 5.32 4.23 -0.94
H3 5.96 5.06 0.50
H4 6.14 2.73 0.75
H5 6.30 0.84 2.29
H6 2.43 1.73 3.85
H7 2.29 3.68 2.34
H8 2.06 -2.10 5.62
H9 -0.27 -2.53 4.94
H10 0.78 0.29 -0.86
H11 3.28 0.19 -0.59
H12 4.19 -0.70 1.54
C17 -4.73 -2.15 -2.09
C18 -4.24 -1.80 -3.49
C19 -4.39 -0.30 -3.75
C20 -2.85 -2.31 -3.77
C21 -2.70 -3.15 -4.87
C22 -1.48 -3.67 -5.24
C23 -0.37 -3.38 -4.47
C24 -0.47 -2.54 -3.36
C25 0.78 -2.20 -2.59
C26 1.41 -3.44 -1.95
C27 1.78 -1.47 -3.49
C28 -1.71 -1.99 -3.01
N4 -1.78 -1.08 -1.93
C29 -1.57 0.16 -2.20
C30 -1.60 1.20 -1.26
C31 -1.41 2.56 -1.51
C32 -1.53 3.21 -0.30
C33 -1.78 2.22 0.67
N5 -1.82 1.02 0.08
C34 -1.93 2.46 2.15
C35 -2.17 3.95 2.43
C36 -3.09 1.65 2.73
C37 -0.63 2.04 2.85
H13 -5.81 -2.01 -2.03
H14 -4.27 -1.50 -1.35
H15 -4.49 -3.19 -1.85
H16 -4.91 -2.31 -4.21
H17 -3.87 0.28 -2.99
H18 -5.44 -0.03 -3.73
H19 -3.98 -0.03 -4.73
H20 -3.58 -3.37 -5.46
H21 -1.40 -4.30 -6.11
H22 0.59 -3.78 -4.75
H23 0.50 -1.53 -1.78
H24 1.71 -4.17 -2.70
H25 0.70 -3.91 -1.27
H26 2.29 -3.15 -1.37
H27 2.10 -2.11 -4.32
H28 2.66 -1.19 -2.92
H29 1.33 -0.57 -3.90
H30 -1.36 0.47 -3.23
H31 -1.23 3.01 -2.48
H32 -1.44 4.26 -0.12
H33 -3.05 4.31 1.90
H34 -1.31 4.54 2.13
H35 -2.32 4.09 3.50
H36 -4.01 1.84 2.18
H37 -3.24 1.91 3.78
H38 -2.87 0.58 2.68
H39 0.23 2.54 2.40
H40 -0.49 0.97 2.77
H41 -0.67 2.31 3.91
S1 -3.36 -4.48 3.57
Sb1 -3.62 -3.85 1.38
S2 -4.17 -1.47 1.33
S3 -1.42 -3.63 0.36

highest occupied orbital energy (spin up / spin down)	-4.8 / -4.8	eV
energy above the lowest of the compared OMol25 structures with the same formula, charge and spin	0.291	eV
spin multiplicity	2
charge	-1
calculated total energy	-94801.308	eV

These are the Löwdin partial charges, in e, on atoms 1 to 4: In 0.24; C -0.11; O -0.09; C -0.28